No. 1
A 2-piece molecular cluster, C10H22Cl4N3O overall. Source: OMol25; level of theory: ωB97M-V/def2-TZVPD.

Geometry as XYZ:
```
40
Properties=species:S:1:pos:R:3:lowdin_charge:R:1
C 4.7763 1.1931 0.3605 -0.0881
C 3.4183 0.7966 -0.2453 -0.2602
C 3.5532 0.1058 -1.6069 -0.1877
C 2.2564 0.0091 -2.3757 -0.1764
O 1.5894 -1.1918 -1.9106 -0.1257
N 0.2350 -1.1701 -2.3005 0.0558
C -0.5187 -1.0669 -1.1175 -0.2948
N -0.1227 -1.6993 0.0487 0.1702
N -1.5618 -0.3134 -1.1937 0.1932
C -2.5389 -0.0529 -0.1136 -0.3412
C -3.4681 -1.2412 0.0864 -0.0226
C -3.3010 1.2160 -0.4920 -0.2182
C -4.2634 1.6720 0.5980 -0.0793
H 4.9806 0.6315 1.2685 0.0704
H 5.5823 1.0031 -0.3456 0.0712
H 4.8048 2.2483 0.6186 0.0714
H 2.7822 1.6755 -0.3622 0.1023
H 2.9208 0.1037 0.4341 0.0734
H 3.9488 -0.8991 -1.4535 0.1275
H 4.2860 0.6343 -2.2173 0.1206
H 1.6039 0.8572 -2.1606 0.1163
H 2.4153 -0.0685 -3.4497 0.1232
H 0.0398 -2.0456 -2.7819 0.1634
H -0.8480 -2.2886 0.4366 0.0907
H 0.2341 -1.0584 0.7528 0.0187
H -1.7075 0.1579 -2.0800 0.1782
H -1.9723 0.1664 0.7921 0.1314
H -2.9513 -2.1953 0.1477 0.0730
H -3.9989 -1.1059 1.0257 0.0924
H -4.1995 -1.2728 -0.7193 0.0986
H -3.8747 1.0205 -1.4031 0.1218
H -2.5861 2.0063 -0.7272 0.1197
H -3.7844 1.7171 1.5738 0.0854
H -4.6390 2.6632 0.3564 0.0839
H -5.1300 1.0159 0.6423 0.0793
C 0.3684 -0.7207 4.0396 -2.0414
Cl 1.6271 -1.8927 4.3893 0.5683
Cl 0.0683 0.2975 5.4350 0.5735
Cl 0.8846 0.3012 2.6724 0.5379
Cl -1.1224 -1.5614 3.5766 0.5239
```

Summary:
ΔE to the lowest compared entry with this formula, charge and spin: 0.00 kJ/mol
total energy: -67326.226 eV
gap between HOMO and LUMO: 0.3661 hartree
total charge: +1

---

No. 2
One molecule with the formula C2HClN2O2 in a non-equilibrium geometry. Source: OMol25; level of theory: ωB97M-V/def2-TZVPD.

Geometry as XYZ:
```
8
Properties=species:S:1:pos:R:3:lowdin_charge:R:1
O -0.0067 2.0478 -1.7918 0.1149
C -0.2459 1.1508 -1.0180 -0.4950
N -1.4082 0.5581 -0.6294 0.0972
N -1.2149 -0.4566 0.2718 0.0915
C 0.0570 -0.4637 0.4207 -0.8408
Cl 0.9431 -1.5020 1.4078 0.7908
O 0.7277 0.4404 -0.3225 0.0955
H -2.3067 0.7956 -0.9318 0.1458
```

Summary:
ΔE to the lowest compared entry with this formula, charge and spin: 2.92 kJ/mol
total energy: -21687.335 eV
gap between HOMO and LUMO: 0.3846 hartree
structure (SMILES): O=c1[nH]nc(Cl)o1
total charge: 0

---

No. 3
A 3-piece molecular cluster, CH5O4 overall in a non-equilibrium geometry. Source: OMol25; level of theory: ωB97M-V/def2-TZVPD.

Geometry as XYZ:
```
10
Properties=species:S:1:pos:R:3:lowdin_charge:R:1
O -0.8761 -1.0839 -1.2729 -0.1332
C -0.5511 -0.0757 -0.5991 -0.6549
O 0.5181 0.5512 -0.4956 -0.1060
H -1.3604 0.2452 0.1084 0.0821
H 0.8514 -2.1195 -0.4236 0.0011
H 1.9869 -1.4266 -0.9699 0.0205
O 1.7563 -1.8885 -0.1536 -0.1079
H -1.3611 1.4924 1.5320 -0.0055
H -0.0607 1.9983 0.9508 0.0094
O -0.9034 2.3071 1.3236 -0.1057
```

Summary:
ΔE to the lowest compared entry with this formula, charge and spin: 64.76 kJ/mol
total energy: -9309.832 eV
gap between HOMO and LUMO: 0.3261 hartree
total charge: -1

---

No. 4
A 20-piece molecular cluster, C25H8Cl76NO4PS overall in a non-equilibrium geometry. Source: OMol25; level of theory: ωB97M-V/def2-TZVPD.

Geometry as XYZ:
```
116
Properties=species:S:1:pos:R:3:lowdin_charge:R:1
N 1.0336 0.4921 0.8310 -0.1398
P 2.3063 1.6283 0.8999 0.6667
O 2.4148 2.1273 -0.6416 -0.3236
O 1.5991 2.9846 1.6278 -0.6637
S 0.0222 2.9543 2.0052 0.8199
O -0.2034 4.1679 2.7433 -0.3647
O -0.7114 3.1874 0.5106 -0.2374
C -1.6582 2.2139 0.2329 -0.3504
C -1.6856 1.7100 -1.0614 -0.0252
C -2.5746 0.7084 -1.4037 -0.0916
C -3.4395 0.2007 -0.4436 -0.2258
C -3.4170 0.7272 0.8370 -0.1344
C -2.5425 1.7427 1.1911 -0.0223
H 1.3429 -0.3445 1.3192 0.0225
H 0.8768 0.2018 -0.1321 0.0509
H 1.6175 2.5925 -0.9459 0.0656
H -1.0020 2.1127 -1.8021 0.1190
H -2.5817 0.3117 -2.4136 0.1135
H -4.1197 -0.6102 -0.6770 -0.0304
H -4.0950 0.3146 1.5747 -0.0004
H -2.5732 2.1317 2.2023 0.1142
C 4.8954 5.4239 1.8797 -2.0128
Cl 4.5448 7.0869 1.3958 0.4839
Cl 4.2406 5.1217 3.4933 0.5442
Cl 4.1381 4.3199 0.7295 0.5552
Cl 6.6421 5.1555 1.9034 0.5161
C -5.4422 -4.0829 -1.8857 -2.0179
Cl -6.7734 -3.6816 -2.9683 0.5257
Cl -4.3386 -5.1990 -2.6825 0.5041
Cl -4.5539 -2.6126 -1.4491 0.5905
Cl -6.0770 -4.8144 -0.4065 0.5142
C -0.9546 -6.9641 -0.3811 -2.0444
Cl -0.9328 -8.7117 -0.1402 0.4926
Cl -2.5766 -6.3604 -0.0587 0.4916
Cl 0.1897 -6.2090 0.7361 0.5181
Cl -0.4947 -6.5782 -2.0438 0.5271
C -6.8051 3.1221 -1.7285 -2.0426
Cl -8.4939 2.6638 -1.4767 0.5196
Cl -5.7499 1.7887 -1.2510 0.5958
Cl -6.5458 3.4978 -3.4353 0.5241
Cl -6.4272 4.5402 -0.7483 0.5305
C -7.1781 -6.4068 -5.8751 -2.0520
Cl -7.7945 -7.5309 -7.0883 0.5319
Cl -5.6277 -5.7501 -6.4031 0.4877
Cl -8.3303 -5.0865 -5.6525 0.5078
Cl -6.9631 -7.2576 -4.3421 0.5151
C 1.9919 1.2723 5.8384 -2.0040
Cl 0.3611 0.8992 6.3947 0.5207
Cl 3.0413 -0.1237 6.1110 0.4996
Cl 1.9458 1.6487 4.1140 0.5712
Cl 2.6260 2.6716 6.7143 0.5246
C 7.4655 8.2498 -1.3435 -2.0185
Cl 6.6190 6.7000 -1.2363 0.4714
Cl 7.7254 8.8792 0.2905 0.5067
Cl 9.0278 8.0487 -2.1359 0.5332
Cl 6.4807 9.3793 -2.2768 0.5323
C -0.2515 -11.9240 2.2713 -2.0554
Cl 0.5978 -10.4209 2.6365 0.5109
Cl -0.7961 -11.9101 0.5863 0.5020
Cl 0.8361 -13.2905 2.5197 0.5309
Cl -1.6527 -12.0787 3.3329 0.5262
C 3.8662 11.0373 1.8725 -2.0333
Cl 2.6400 9.8801 2.3865 0.5301
Cl 3.0730 12.4471 1.1656 0.5069
Cl 4.8265 11.5358 3.2720 0.5214
Cl 4.9403 10.2984 0.6752 0.4705
C 1.2019 15.1551 3.9890 -2.0557
Cl 2.2718 16.5589 4.0571 0.5240
Cl 0.2532 15.2126 2.4974 0.5181
Cl 2.1650 13.6803 4.0075 0.4910
Cl 0.1118 15.1787 5.3782 0.5248
C -1.8439 -6.0115 -8.3855 -2.0556
Cl -0.2430 -5.4040 -8.8117 0.5316
Cl -2.7783 -6.3063 -9.8505 0.5117
Cl -1.6825 -7.5173 -7.4774 0.5259
Cl -2.6812 -4.8157 -7.3885 0.4975
C -3.6311 -6.5872 4.1774 -2.0597
Cl -4.9487 -6.2185 3.0564 0.5049
Cl -2.5063 -7.7186 3.4290 0.5055
Cl -2.7809 -5.0925 4.5823 0.5231
Cl -4.2964 -7.3042 5.6471 0.5292
C -3.7647 -9.0988 -12.7417 -2.0701
Cl -4.0727 -7.4749 -13.3669 0.5148
Cl -4.7681 -9.3782 -11.3159 0.5145
Cl -4.1593 -10.2904 -13.9825 0.5255
Cl -2.0615 -9.2469 -12.3032 0.5161
C -7.7242 -0.9993 2.3008 -2.0345
Cl -8.3802 -2.0131 1.0135 0.5219
Cl -6.1649 -0.3382 1.7784 0.5819
Cl -8.8345 0.3285 2.6367 0.5363
Cl -7.4893 -1.9665 3.7574 0.5338
C 6.4088 1.0268 -0.8870 -2.0323
Cl 5.0440 0.7647 -1.9751 0.5295
Cl 6.9881 2.6807 -1.0709 0.4996
Cl 5.8990 0.7789 0.7850 0.5075
Cl 7.6860 -0.1278 -1.2779 0.5055
C -2.0066 3.9982 7.9594 -2.0530
Cl -2.4309 5.6480 7.5006 0.5302
Cl -2.6619 3.6439 9.5619 0.5228
Cl -2.6955 2.8695 6.7847 0.5076
Cl -0.2522 3.8236 7.9876 0.4928
C 8.3276 4.0601 -4.8648 -2.0450
Cl 9.0542 2.5012 -4.4588 0.5198
Cl 6.8528 3.7935 -5.7994 0.5277
Cl 7.9318 4.9309 -3.3827 0.4577
Cl 9.4675 5.0130 -5.8209 0.5279
C 4.6997 -4.1835 6.8129 -2.0570
Cl 4.9603 -2.5123 6.2978 0.4880
Cl 4.4640 -4.2283 8.5603 0.5313
Cl 3.2656 -4.8248 6.0065 0.5223
Cl 6.1065 -5.1559 6.3790 0.5271
C 4.6286 -3.4123 -0.3103 -2.0437
Cl 3.6930 -4.6164 -1.2052 0.5227
Cl 6.0376 -2.9307 -1.2581 0.5135
Cl 3.6128 -2.0013 0.0019 0.4948
Cl 5.1622 -4.1005 1.2259 0.5298
```

Summary:
total energy: -1007557.725 eV
gap between HOMO and LUMO: 0.3382 hartree
total charge: 0

---

No. 5
C3H3NO2 as an isolated structure in a non-equilibrium geometry. Source: OMol25; level of theory: ωB97M-V/def2-TZVPD.

Geometry as XYZ:
```
9
Properties=species:S:1:pos:R:3:lowdin_charge:R:1
C -1.4962 0.1292 0.0005 -0.4738
C -3.4610 -0.2134 -0.2401 -0.3152
C 0.0136 0.0379 -0.0481 0.0185
N -2.3781 -0.6589 -0.6603 0.1886
O -4.5520 -0.0768 0.0557 0.2734
O -2.0967 0.9574 0.7105 0.0446
H 0.3641 0.6770 -0.7600 0.0397
H 0.4791 -0.9593 -0.1229 0.0950
H 0.3444 0.6731 0.8730 0.1292
```

Summary:
ΔE to the lowest compared entry with this formula, charge and spin: 142.25 kJ/mol
total energy: -8743.657 eV
gap between HOMO and LUMO: 0.4122 hartree
total charge: 0

---

No. 6
C19H20BN8OPdS4 as an isolated structure. Source: OMol25; level of theory: ωB97M-V/def2-TZVPD.

Geometry as XYZ:
```
54
Properties=species:S:1:pos:R:3:lowdin_spin:R:1
Pd 0.6554 1.4323 1.1438 0.0533
C -0.9992 4.1139 -0.3645 0.0038
C -1.1442 2.7683 -0.9914 0.0003
C -1.8664 2.4200 -2.1349 0.0000
C -1.6448 1.0723 -2.3118 0.0004
N -0.8423 0.6356 -1.3265 0.0002
N -0.5455 1.6803 -0.5074 -0.0002
B -0.1803 -0.7509 -1.0525 0.0003
N -0.7407 -1.3562 0.2427 0.0008
C -1.7579 -2.2422 0.3393 0.0003
C -2.0708 -2.3820 1.6686 0.0005
C -1.1874 -1.5127 2.3378 0.0019
C -1.0781 -1.2372 3.8018 -0.0004
N -0.3988 -0.9000 1.4660 0.0205
N 1.3668 -0.4777 -0.9698 0.0003
C 2.3134 -0.8961 -1.8265 0.0007
C 3.4913 -0.2424 -1.5483 0.0000
C 3.1917 0.6096 -0.4811 0.0004
C 4.0795 1.5803 0.2213 0.0028
N 1.9106 0.4525 -0.1492 -0.0003
N -0.3908 -1.7824 -2.1570 0.0000
C 0.0608 -3.0587 -2.0740 0.0000
C -0.3587 -3.7318 -3.1908 0.0000
C -1.0939 -2.7751 -3.9237 0.0000
C -1.8020 -2.9452 -5.2274 0.0000
N -1.1087 -1.6132 -3.2942 0.0000
H -1.7925 4.3030 0.3601 0.0012
H -1.0573 4.8844 -1.1320 0.0003
H -0.0438 4.2037 0.1503 0.0017
H -2.4546 3.0723 -2.7563 0.0000
H -1.9745 0.3845 -3.0681 0.0000
H -2.1782 -2.7116 -0.5343 0.0001
H -2.8215 -3.0221 2.0998 0.0001
H -1.7850 -0.4639 4.1111 0.0002
H -0.0710 -0.8996 4.0454 0.0002
H -1.2915 -2.1337 4.3830 -0.0001
H 2.0839 -1.6194 -2.5890 0.0000
H 4.4363 -0.3508 -2.0505 0.0000
H 4.9475 1.8080 -0.3946 0.0002
H 4.4360 1.1744 1.1683 0.0009
H 3.5471 2.5072 0.4328 0.0013
H 0.6377 -3.3880 -1.2244 0.0000
H -0.1703 -4.7610 -3.4448 0.0000
H -1.1325 -3.3457 -5.9893 0.0000
H -2.1821 -1.9847 -5.5702 0.0000
H -2.6427 -3.6340 -5.1314 0.0000
O 0.2321 2.5210 7.8072 0.0348
C 0.3221 2.3583 6.6299 0.0108
S -0.9604 2.8078 5.4739 0.0222
C -0.1108 2.3141 4.0387 0.1511
C 1.1523 1.7591 4.2087 0.1513
S 2.0973 1.2253 2.9185 0.2605
S 1.7402 1.6192 5.8416 0.0223
S -0.8227 2.5112 2.5256 0.2553
```

Summary:
ΔE to the lowest compared entry with this formula, charge and spin: 25.38 kJ/mol
total energy: -81497.431 eV
multiplicity: 2
gap between HOMO and LUMO (alpha / beta): 0.2814 / 0.2373 hartree
total charge: 0